The following is a quantum chemistry calculation of a cluster of 15 separate species, C39H93F3N10O20 in total at a distorted geometry, from OMol25.

The frontier orbital gap is 0.1443 Eh. As for the total charge: 0. For the total energy, the calculation gives -105954.550 eV. As for the spin multiplicity: 1. For the lowest unoccupied orbital energy, the calculation gives -4.66 eV.

XYZ file:
```
165
C39H93F3N10O20 wB97M-V/def2-TZVPD
C 0.032 2.999 4.066
C -0.363 4.456 3.754
C 0.622 5.263 4.647
C 0.586 6.715 4.232
C 0.961 6.866 2.765
C 0.067 6.085 1.746
N -0.080 4.691 2.250
O -0.373 3.809 1.479
C 0.836 5.972 0.436
C -1.319 6.755 1.619
C -1.833 4.679 4.109
H 1.082 2.747 3.920
H -0.542 2.282 3.479
H -0.236 2.714 5.083
H 1.638 4.884 4.518
H 0.403 5.183 5.710
H 1.219 7.248 4.942
H -0.411 7.147 4.353
H 1.949 6.395 2.737
H 1.054 7.906 2.459
H 0.262 5.514 -0.362
H 1.792 5.468 0.577
H 1.094 6.966 0.069
H -1.692 7.189 2.545
H -2.078 6.092 1.208
H -1.225 7.600 0.936
H -2.482 4.247 3.343
H -2.084 5.737 4.059
H -2.066 4.206 5.058
C 0.938 0.692 -2.079
O 1.216 -0.446 -1.211
O 0.143 0.340 -3.109
C 0.727 2.058 -1.310
F 0.961 3.196 -1.968
F -0.492 2.153 -0.767
F 1.685 2.112 -0.347
C 0.197 -0.842 -0.271
C 0.684 -2.062 0.484
H 0.008 -2.404 1.271
H 0.753 -2.946 -0.157
H 1.680 -1.985 0.922
H -0.752 -1.057 -0.769
H 0.061 0.006 0.406
H 1.996 0.735 -2.384
C -0.702 -1.806 -5.801
C -0.436 -2.846 -4.693
O -0.694 -2.475 -3.361
O 0.119 -0.649 -5.632
H -1.747 -1.493 -5.740
H -0.517 -2.203 -6.798
H 0.571 -3.211 -4.927
H -1.082 -3.664 -5.024
H -0.298 -1.590 -3.247
H -0.011 -0.343 -4.724
C -4.335 -3.420 1.244
C -3.198 -2.659 1.903
O -2.371 -3.634 2.551
O -4.038 -4.058 0.027
H -5.214 -2.784 1.077
H -4.829 -4.060 1.982
H -3.635 -1.966 2.628
H -2.699 -1.966 1.224
H -2.755 -3.768 3.422
H -4.119 -5.007 0.165
C 0.190 -2.040 5.928
C -0.584 -1.788 4.607
O -0.454 -0.419 4.180
O 1.578 -2.178 5.677
H -0.232 -2.915 6.422
H 0.131 -1.181 6.603
H -1.651 -1.988 4.714
H -0.218 -2.402 3.783
H 0.466 -0.330 3.882
H 1.809 -1.526 5.005
C 2.762 1.550 -5.498
C 1.942 2.843 -5.374
O 0.539 2.663 -5.397
O 2.500 0.915 -6.744
H 2.561 0.863 -4.668
H 3.829 1.736 -5.352
H 2.220 3.470 -6.224
H 2.316 3.420 -4.518
H 0.374 1.907 -4.814
H 1.810 0.259 -6.608
O 5.228 -2.799 -2.680
C 4.083 -2.385 -2.666
N 3.456 -2.032 -1.518
C 3.323 -2.165 -3.947
H 3.968 -2.157 -0.659
H 2.478 -1.766 -1.487
H 2.908 -3.131 -4.238
H 4.073 -1.819 -4.656
H 2.486 -1.465 -3.945
O 2.233 -0.533 3.489
C 3.180 0.156 3.093
N 4.201 0.310 3.966
C 3.365 0.611 1.669
H 4.117 -0.032 4.909
H 5.058 0.772 3.709
H 3.130 1.675 1.657
H 2.778 0.032 0.959
H 4.407 0.441 1.393
O -3.655 -2.816 -4.625
C -3.888 -3.429 -3.592
N -3.549 -2.968 -2.383
C -4.560 -4.786 -3.595
H -2.845 -2.244 -2.370
H -3.754 -3.406 -1.492
H -4.764 -4.984 -2.541
H -3.949 -5.605 -3.970
H -5.487 -4.731 -4.161
O -4.671 1.856 2.987
C -3.532 1.422 2.925
N -2.817 1.087 4.012
C -2.875 1.252 1.547
H -3.295 1.100 4.896
H -1.893 0.715 3.826
H -2.375 0.276 1.528
H -1.979 1.857 1.406
H -3.680 1.269 0.820
O 1.558 -6.751 2.199
C 0.842 -5.845 2.620
N -0.250 -5.427 1.972
C 1.236 -5.138 3.886
H -0.481 -5.779 1.039
H -0.706 -4.526 2.057
H 2.057 -5.643 4.390
H 0.412 -5.214 4.602
H 1.433 -4.073 3.763
O -0.715 -6.788 -0.477
C -0.578 -5.901 -1.320
N -1.158 -4.697 -1.201
C 0.245 -6.179 -2.539
H -1.098 -4.007 -1.939
H -1.579 -4.436 -0.325
H 0.283 -5.470 -3.366
H 0.049 -7.190 -2.894
H 1.299 -6.236 -2.253
O 5.943 -1.872 1.989
C 5.727 -3.080 2.057
N 6.771 -3.909 1.882
C 4.334 -3.607 2.201
H 6.567 -4.836 1.550
H 7.679 -3.495 1.997
H 3.749 -2.830 2.693
H 4.179 -4.557 2.711
H 3.850 -3.761 1.233
O -4.264 1.712 -4.909
C -3.321 1.464 -4.158
N -2.943 0.191 -3.954
C -2.494 2.562 -3.570
H -3.328 -0.541 -4.534
H -2.016 0.126 -3.542
H -3.122 3.450 -3.509
H -1.534 2.801 -4.023
H -2.420 2.234 -2.526
O -2.494 6.987 -1.989
C -1.822 6.017 -2.328
N -1.716 4.931 -1.560
C -1.147 6.056 -3.686
H -2.220 4.875 -0.693
H -1.361 4.098 -2.002
H -0.870 7.058 -3.999
H -1.790 5.532 -4.395
H -0.213 5.489 -3.742
```

Here are the Löwdin charges for atoms 1 to 5, given in e:
1. C -0.028
2. C -0.387
3. C -0.127
4. C -0.186
5. C -0.108

---

The following is a quantum chemistry calculation of a cluster of 9 separate species, C39H95N9O5 in total at a distorted geometry, from OMol25.

The frontier orbital gap is 0.3018 Eh. The calculation puts the relative energy (zero: lowest compared OMol25 entry of this formula, charge and spin) at 410.8 kJ/mol. As for the total charge: 0. For the total energy, the calculation gives -65629.054 eV. The SMILES is CCN(CC)CC.CCN(CC)CC.CCN(CC)CC.CCN(CC)CC.CNC(C)=O.CNC(C)=O.CNC(C)=O.CNC(C)=O.CNC(C)=O. As for the spin multiplicity: 1. For the lowest unoccupied orbital energy, the calculation gives 0.43 eV.

XYZ file:
```
148
C39H95N9O5 wB97M-V/def2-TZVPD
C -6.312 0.215 5.301
C -4.847 0.814 5.098
N -3.871 0.542 6.172
C -4.165 1.233 7.431
C -3.413 0.663 8.612
C -2.584 1.052 5.673
C -1.792 0.338 4.628
H -6.917 0.690 6.073
H -6.232 -0.848 5.528
H -6.851 0.232 4.353
H -4.523 0.294 4.197
H -4.885 1.851 4.764
H -3.905 2.275 7.247
H -5.194 1.208 7.792
H -3.633 1.421 9.363
H -3.944 -0.269 8.807
H -2.325 0.666 8.547
H -1.868 1.146 6.490
H -2.710 2.049 5.251
H -2.321 0.093 3.707
H -1.371 -0.568 5.066
H -0.920 0.930 4.350
C 2.936 -1.959 -7.294
C 3.947 -2.565 -6.297
N 3.325 -3.095 -5.146
C 4.141 -4.123 -4.449
C 5.125 -3.395 -3.562
C 2.505 -2.189 -4.261
C 1.585 -3.082 -3.336
H 2.261 -2.619 -7.839
H 3.465 -1.528 -8.145
H 2.196 -1.303 -6.838
H 4.522 -3.350 -6.788
H 4.564 -1.709 -6.022
H 3.642 -4.803 -3.757
H 4.564 -4.835 -5.158
H 5.766 -4.254 -3.362
H 5.661 -2.671 -4.175
H 4.748 -2.899 -2.668
H 1.814 -1.648 -4.908
H 3.083 -1.429 -3.734
H 2.140 -3.513 -2.503
H 1.040 -3.868 -3.858
H 0.891 -2.381 -2.872
C 2.276 7.856 -2.865
C 1.387 6.670 -2.370
N 1.868 6.101 -1.040
C 2.999 5.209 -1.167
C 3.688 4.863 0.177
C 0.802 5.401 -0.303
C -0.283 6.352 0.197
H 3.327 7.641 -3.059
H 2.129 8.718 -2.214
H 1.888 8.162 -3.837
H 0.400 7.113 -2.239
H 1.445 5.969 -3.202
H 2.781 4.294 -1.718
H 3.791 5.637 -1.782
H 4.260 5.726 0.518
H 3.000 4.619 0.986
H 4.264 3.942 0.089
H 1.192 4.973 0.621
H 0.307 4.636 -0.900
H -0.072 7.417 0.106
H -0.584 6.038 1.197
H -1.135 6.026 -0.400
C -5.595 -0.067 1.431
C -5.419 -0.066 -0.170
N -4.034 -0.345 -0.630
C -3.937 0.046 -2.054
C -2.487 0.263 -2.605
C -3.453 -1.629 -0.131
C -4.145 -2.872 -0.632
H -6.634 0.121 1.699
H -5.000 0.669 1.973
H -5.472 -1.093 1.777
H -6.151 -0.670 -0.706
H -5.684 0.965 -0.404
H -4.476 0.972 -2.251
H -4.405 -0.771 -2.602
H -2.012 1.084 -2.067
H -2.463 0.478 -3.673
H -1.927 -0.629 -2.326
H -2.419 -1.628 -0.474
H -3.547 -1.665 0.955
H -3.859 -3.672 0.052
H -5.226 -2.737 -0.673
H -3.724 -3.241 -1.567
C 1.774 1.195 -2.091
N 0.779 0.754 -1.097
C 1.085 0.350 0.156
C 0.002 -0.074 1.086
O 2.222 0.462 0.530
H 2.706 1.395 -1.563
H 1.306 2.152 -2.321
H 1.834 0.480 -2.912
H -0.196 0.908 -1.309
H 0.112 -1.157 1.136
H -0.997 0.179 0.730
H 0.278 0.469 1.990
C 4.276 -1.523 2.980
N 3.516 -0.293 2.916
C 3.279 0.359 4.085
C 2.761 1.798 4.014
O 3.571 -0.153 5.166
H 5.214 -1.489 3.533
H 4.633 -1.608 1.954
H 3.695 -2.424 3.180
H 3.373 0.183 2.036
H 1.677 1.732 4.108
H 2.937 2.118 2.987
H 3.170 2.379 4.841
C 1.649 -7.254 -1.436
N 1.358 -5.937 -0.923
C 0.167 -5.328 -0.939
C 0.034 -4.084 0.013
O -0.816 -5.688 -1.645
H 1.532 -8.063 -0.715
H 2.684 -7.114 -1.748
H 1.154 -7.334 -2.404
H 2.102 -5.386 -0.519
H -0.664 -4.193 0.843
H -0.310 -3.266 -0.620
H 1.046 -3.818 0.321
C 1.415 3.808 -5.395
N -0.026 4.001 -5.782
C -1.005 3.215 -5.349
C -2.466 3.431 -5.674
O -0.713 2.248 -4.585
H 1.574 3.026 -4.653
H 2.036 4.691 -5.246
H 1.830 3.380 -6.307
H -0.136 4.893 -6.242
H -2.768 2.673 -6.396
H -2.645 4.368 -6.202
H -3.112 3.267 -4.812
C -0.684 -4.004 5.744
N 0.332 -4.678 4.894
C 0.618 -4.202 3.639
C 1.693 -4.952 2.819
O -0.070 -3.276 3.054
H -0.737 -2.943 5.500
H -0.135 -3.982 6.685
H -1.637 -4.516 5.610
H 0.934 -5.387 5.288
H 2.206 -5.681 3.447
H 2.353 -4.229 2.340
H 1.199 -5.566 2.066
```

Here are the Löwdin charges for atoms 1 to 5, given in e:
1. C -0.068
2. C -0.239
3. N -0.158
4. C -0.287
5. C -0.090

---

The following is a quantum chemistry calculation of a cluster of 8 separate species, C39H97N15O7P4 in total at a distorted geometry, from OMol25.

The frontier orbital gap is 0.3111 Eh. As for the total charge: 0. For the total energy, the calculation gives -115856.064 eV. The SMILES is CN(C)P(=O)(N(C)C)N(C)C.CN(C)P(=O)(N(C)C)N(C)C.CN(C)P(=O)(N(C)C)N(C)C.CN(C)P(=O)(N(C)C)N(C)C.O=C1OCCO1.CCCC#N.CCCC#N.CCCC#N. As for the spin multiplicity: 1. For the lowest unoccupied orbital energy, the calculation gives 0.44 eV.

XYZ file:
```
162
C39H97N15O7P4 wB97M-V/def2-TZVPD
C -8.980 7.485 1.904
N -8.742 7.757 3.274
C -7.483 8.353 3.579
P -10.009 7.988 4.354
O -9.608 8.190 5.767
N -10.827 9.342 3.682
C -11.680 9.335 2.425
C -10.450 10.665 4.169
N -10.967 6.615 4.184
C -12.239 6.657 4.859
C -10.407 5.223 4.068
H -9.773 6.739 1.852
H -8.162 6.915 1.464
H -9.243 8.333 1.271
H -7.257 9.040 2.763
H -6.688 7.608 3.590
H -7.475 8.933 4.502
H -11.449 10.073 1.656
H -11.692 8.294 2.102
H -12.702 9.504 2.766
H -11.328 11.302 4.062
H -10.313 10.711 5.250
H -9.583 10.946 3.571
H -11.955 6.575 5.908
H -12.850 7.552 4.741
H -12.732 5.698 4.704
H -10.383 4.810 5.076
H -9.408 5.265 3.634
H -11.036 4.583 3.450
C -0.813 3.281 -2.683
N -0.358 2.839 -1.364
C -0.121 3.976 -0.490
P -0.979 1.348 -0.797
O -2.430 1.468 -0.399
N -0.695 0.173 -2.085
C -1.498 -1.040 -2.140
C 0.541 0.204 -2.851
N 0.124 0.947 0.506
C 1.524 0.515 0.289
C -0.273 0.877 1.910
H -1.383 2.503 -3.191
H 0.048 3.519 -3.307
H -1.502 4.125 -2.688
H 0.063 3.574 0.507
H -0.985 4.640 -0.517
H 0.745 4.536 -0.844
H -0.875 -1.931 -2.211
H -2.057 -1.197 -1.218
H -2.050 -0.931 -3.074
H 1.265 -0.439 -2.351
H 0.406 -0.061 -3.900
H 0.860 1.246 -2.888
H 2.079 0.787 1.187
H 1.682 -0.552 0.132
H 1.921 1.039 -0.580
H 0.136 1.667 2.539
H -0.087 -0.068 2.421
H -1.356 1.002 1.899
C -4.186 -11.076 -12.800
N -2.977 -11.237 -11.988
C -1.733 -11.374 -12.746
P -2.995 -11.039 -10.325
O -1.819 -11.567 -9.633
N -3.255 -9.376 -10.181
C -4.418 -8.659 -10.761
C -2.081 -8.585 -9.924
N -4.484 -11.791 -9.884
C -5.104 -11.400 -8.641
C -4.726 -13.226 -10.133
H -4.341 -12.018 -13.326
H -4.111 -10.296 -13.558
H -5.063 -10.863 -12.190
H -1.864 -11.555 -13.813
H -1.171 -12.174 -12.263
H -1.190 -10.432 -12.677
H -4.682 -7.793 -10.154
H -4.321 -8.311 -11.789
H -5.262 -9.349 -10.748
H -2.251 -7.741 -9.256
H -1.286 -9.171 -9.464
H -1.579 -8.292 -10.846
H -4.896 -10.348 -8.444
H -6.171 -11.615 -8.691
H -4.746 -12.001 -7.804
H -4.067 -13.963 -9.676
H -4.651 -13.438 -11.199
H -5.769 -13.479 -9.943
C 5.696 -2.780 11.476
N 5.721 -3.654 10.343
C 6.803 -4.581 10.084
P 4.433 -3.569 9.147
O 3.123 -3.176 9.752
N 5.074 -2.329 8.059
C 6.275 -2.516 7.176
C 4.720 -0.967 8.390
N 4.319 -5.089 8.268
C 4.086 -6.328 8.995
C 3.629 -5.031 6.994
H 4.690 -2.448 11.733
H 6.250 -1.864 11.272
H 6.020 -3.281 12.388
H 6.733 -5.376 10.826
H 7.776 -4.100 10.183
H 6.814 -5.022 9.087
H 6.211 -3.278 6.400
H 6.400 -1.634 6.547
H 7.169 -2.667 7.782
H 5.530 -0.548 8.987
H 4.507 -0.408 7.479
H 3.723 -0.952 8.831
H 4.758 -6.447 9.845
H 3.049 -6.422 9.317
H 4.318 -7.206 8.392
H 4.156 -5.736 6.352
H 3.529 -4.062 6.505
H 2.622 -5.417 7.155
O 4.887 -7.117 -1.568
C 4.087 -7.879 -2.105
O 4.351 -9.105 -2.604
C 3.214 -9.703 -3.148
C 2.146 -8.674 -2.912
O 2.772 -7.603 -2.324
H 3.300 -9.985 -4.197
H 2.993 -10.593 -2.559
H 1.374 -8.956 -2.196
H 1.761 -8.444 -3.906
C 3.969 9.540 -3.961
C 4.444 10.357 -2.770
C 5.988 10.306 -2.568
C 6.602 8.998 -2.275
N 7.164 8.001 -2.141
H 2.893 9.622 -3.806
H 4.206 8.496 -3.760
H 4.369 9.662 -4.967
H 3.962 9.986 -1.866
H 4.105 11.378 -2.943
H 6.308 10.914 -1.721
H 6.425 10.671 -3.498
C 2.342 10.374 5.108
C 3.554 9.529 5.615
C 4.568 10.219 6.429
C 4.000 10.932 7.534
N 3.564 11.548 8.455
H 1.912 10.902 5.959
H 1.478 9.825 4.735
H 2.633 11.097 4.347
H 3.985 9.009 4.760
H 3.207 8.675 6.197
H 5.004 10.930 5.727
H 5.357 9.576 6.818
C 11.159 0.684 -3.400
C 10.077 0.450 -2.415
C 9.810 -1.006 -2.030
C 10.777 -1.580 -1.089
N 11.565 -2.083 -0.392
H 11.211 1.724 -3.723
H 11.107 0.056 -4.289
H 12.159 0.500 -3.009
H 9.132 0.782 -2.844
H 10.078 1.136 -1.568
H 9.728 -1.604 -2.938
H 8.834 -1.031 -1.547
```

Here are the Löwdin charges for atoms 1 to 5, given in e:
1. C -0.147
2. N -0.334
3. C -0.123
4. P 0.551
5. O -0.288

---

- Among the records above, which one has the lowest lowest unoccupied orbital energy?
  C39H93F3N10O20